C4H9N3S as an isolated structure. Source: the OMol25 dataset; level of theory: ωB97M-V with the def2-TZVPD basis set.

Geometry (Å):
1 C -0.19 1.19 -0.37
2 C 0.04 0.12 0.42
3 C -0.90 -0.60 1.04
4 C 1.40 -0.06 0.94
5 H -2.30 1.56 0.43
6 H -1.85 2.36 -1.14
7 H 0.69 1.49 -1.33
8 H -0.42 -1.03 1.95
9 H -1.89 -0.30 1.44
10 H -2.06 -1.14 -1.05
11 H 1.72 0.11 2.01
12 H 2.88 -0.66 -1.73
13 H 1.16 -1.01 -1.18
14 N -1.66 1.43 -0.52
15 N 2.52 -0.30 0.27
16 N 2.17 -1.08 -0.96
17 S -1.31 -2.07 -0.24

- Calculated total energy: -720.0607 Eh
- Orbital gap: 8.33 eV
- Multiplicity: 1
- LUMO: 0.3326 eV
- E_HOMO: -0.2940 hartree